(1)
{
  "formula": "C3H4O2S",
  "method": "ωB97M-V/def2-TZVPD",
  "symbols": ["O", "C", "O", "C", "C", "S", "H", "H", "H", "H"],
  "xyz": [[2.06, -1.10, -0.39], [1.48, 0.00, -0.16], [1.84, 1.15, -0.54], [0.06, -0.27, 0.57], [-1.08, 0.31, -0.30], [-2.70, -0.40, 0.21], [0.03, -1.31, 0.55], [0.22, 0.11, 1.66], [-0.88, 0.12, -1.40], [-1.03, 1.40, -0.21]],
  "nbo_charge": [-0.839, 0.768, -0.824, -0.505, -0.515, -0.803, 0.204, 0.165, 0.174, 0.175],
  "lumo_ev": 6.307,
  "orbital_gap_ev": 5.431,
  "total_charge": -2,
  "smiles": "O=C([O-])CC[S-]",
  "molar_mass_da": 104.1,
  "total_energy_ha": -665.34673
}

***

(2)
{
  "formula": "C5H16N4",
  "method": "ωB97M-V/def2-TZVPD",
  "symbols": ["C", "C", "C", "C", "C", "N", "N", "N", "N", "H", "H", "H", "H", "H", "H", "H", "H", "H", "H", "H", "H", "H", "H", "H", "H"],
  "xyz": [[-3.59, 1.16, 2.19], [0.05, 1.96, 3.08], [-0.56, -0.41, 2.27], [-0.49, 1.81, 0.69], [-0.68, 1.05, 1.96], [-4.84, 1.18, 1.95], [-2.41, 1.12, 2.29], [-1.12, 1.32, -0.53], [5.76, -4.63, -6.99], [0.86, 1.45, 3.54], [0.50, 2.84, 2.60], [-0.54, 2.28, 3.88], [-0.74, -0.44, 3.40], [-1.23, -1.07, 1.79], [0.43, -0.80, 2.09], [0.59, 1.76, 0.50], [-0.87, 2.90, 0.93], [-5.19, 0.44, 1.39], [5.38, -3.82, -6.44], [-5.55, 1.81, 2.33], [-2.15, 1.14, -0.21], [-1.19, 2.09, -1.27], [5.13, -4.86, -7.79], [6.75, -4.64, -7.29], [5.72, -5.61, -6.37]],
  "nbo_charge": [0.666, -0.645, -0.666, -0.294, 0.349, -0.796, -0.353, -0.819, -0.905, 0.243, 0.235, 0.250, 0.242, 0.240, 0.256, 0.248, 0.206, 0.445, 0.481, 0.466, 0.336, 0.391, 0.468, 0.472, 0.484],
  "lumo_ev": -6.025,
  "orbital_gap_ev": 8.496,
  "total_charge": 2,
  "molar_mass_da": 132.2,
  "total_energy_ha": -418.48405
}

***

(3)
{
  "formula": "C4H11NO2",
  "method": "ωB97M-V/def2-TZVPD",
  "symbols": ["C", "O", "C", "C", "C", "O", "N", "H", "H", "H", "H", "H", "H", "H", "H", "H", "H", "H"],
  "xyz": [[0.81, 0.31, -1.07], [1.09, -0.12, -2.37], [-0.36, -0.37, -0.35], [-0.65, 0.18, 1.11], [-1.28, 1.55, 1.20], [0.54, 0.06, 1.86], [-0.23, -1.79, -0.35], [0.96, 1.38, -0.89], [1.71, -0.06, -0.53], [0.37, 0.10, -2.99], [-1.27, -0.05, -0.91], [-1.39, -0.50, 1.54], [-0.77, 2.42, 0.79], [-1.48, 1.80, 2.25], [-2.29, 1.56, 0.78], [1.09, 0.81, 1.58], [-0.47, -2.13, 0.59], [0.76, -2.08, -0.34]],
  "mulliken_spin": [0.015, 0.016, 0.034, 0.095, 0.021, 0.096, 0.628, 0.007, -0.003, -0.002, 0.091, 0.000, -0.001, 0.004, 0.001, -0.002, 0.003, -0.002],
  "lumo_ev": [-3.060, -9.121],
  "orbital_gap_ev": [12.386, 6.108],
  "total_charge": 1,
  "molar_mass_da": 105.1,
  "spin_multiplicity": 2,
  "total_energy_ha": -363.86780
}

***

(4)
{
  "formula": "C10H15BrSi",
  "method": "ωB97M-V/def2-TZVPD",
  "symbols": ["C", "C", "Si", "Br", "C", "C", "C", "C", "C", "C", "C", "C", "H", "H", "H", "H", "H", "H", "H", "H", "H", "H", "H", "H", "H", "H", "H"],
  "xyz": [[0.75, -1.18, 2.51], [0.77, -1.72, 1.10], [1.10, -0.43, -0.22], [3.57, 0.18, 0.66], [1.46, -0.98, -2.01], [0.71, -0.14, -3.00], [0.30, 1.30, -0.11], [-1.07, 1.34, -0.14], [-1.70, 2.60, -0.11], [-1.13, 3.81, 0.05], [0.30, 3.75, 0.13], [1.00, 2.53, -0.04], [1.58, -0.47, 2.59], [-0.10, -0.57, 2.74], [0.78, -1.90, 3.26], [-0.07, -2.34, 0.80], [1.61, -2.45, 1.14], [2.53, -0.94, -2.24], [1.07, -1.98, -2.25], [0.98, 0.83, -2.96], [0.95, -0.39, -4.04], [-0.34, -0.06, -2.95], [-1.91, 0.60, -0.28], [-2.80, 2.56, 0.02], [-1.77, 4.72, -0.11], [0.92, 4.66, 0.16], [2.03, 2.49, 0.14]],
  "nbo_charge": [-0.610, -0.950, 1.773, -0.533, -0.922, -0.606, -0.528, -0.226, -0.208, -0.212, -0.190, -0.193, 0.233, 0.203, 0.214, 0.237, 0.269, 0.269, 0.240, 0.207, 0.210, 0.206, 0.228, 0.201, 0.231, 0.218, 0.240],
  "lumo_ev": 0.463,
  "orbital_gap_ev": 9.781,
  "smiles": "CC[Si](Br)(CC)c1ccccc1",
  "molar_mass_da": 243.2,
  "total_energy_ha": -3253.54472
}

***

(5)
{
  "formula": "C2H7N",
  "method": "ωB97M-V/def2-TZVPD",
  "symbols": ["C", "H", "H", "H", "H", "C", "N", "H", "H", "H"],
  "xyz": [[1.18, -1.02, 0.78], [0.50, -1.83, 0.50], [1.52, -0.60, -0.17], [2.00, -1.28, 1.42], [0.55, -0.27, 1.28], [-1.30, 0.77, -1.06], [-1.34, 1.56, -0.12], [-2.23, 0.42, -1.53], [-0.38, 0.47, -1.57], [-0.51, 1.77, 0.47]],
  "mulliken_spin": [0.000, 0.000, 0.000, 0.000, 0.000, -0.019, 0.827, 0.065, 0.086, 0.041],
  "lumo_ev": [-6.274, -10.113],
  "orbital_gap_ev": [10.973, 7.131],
  "total_charge": 1,
  "molar_mass_da": 45.1,
  "spin_multiplicity": 2,
  "total_energy_ha": -134.74127
}

***

(6)
{
  "formula": "C6H13N3OS3",
  "method": "ωB97M-V/def2-TZVPD",
  "symbols": ["C", "C", "C", "C", "C", "C", "N", "N", "N", "O", "S", "S", "S", "H", "H", "H", "H", "H", "H", "H", "H", "H", "H", "H", "H", "H"],
  "xyz": [[2.84, -0.32, 0.46], [-0.68, -1.29, 0.09], [-1.86, -1.27, -0.97], [-2.19, 1.11, -1.22], [0.48, -0.36, -0.24], [0.16, 1.09, -0.25], [-2.67, -0.07, -0.69], [3.66, -0.23, 1.56], [1.54, -0.67, 0.70], [3.37, -0.06, -0.59], [-0.06, 1.62, 1.41], [1.02, 2.30, -1.37], [-3.40, 0.07, 0.84], [-0.98, -1.09, 1.12], [-0.29, -2.24, 0.05], [-1.30, -1.21, -1.85], [-2.44, -2.07, -0.82], [-2.68, 1.91, -0.81], [-1.68, 1.14, -2.13], [0.84, -0.51, -1.20], [3.39, -0.77, 2.45], [4.60, -0.35, 1.35], [1.45, -0.68, 1.65], [-0.78, 2.76, 1.42], [2.20, 1.54, -1.52], [-4.54, -0.37, 0.56]],
  "nbo_charge": [0.786, -0.401, -0.205, -0.084, -0.164, -0.389, -0.543, -0.829, -0.635, -0.661, -0.046, -0.073, 0.220, 0.221, 0.216, 0.212, 0.203, 0.191, 0.210, 0.230, 0.366, 0.396, 0.385, 0.139, 0.178, 0.080],
  "lumo_ev": [0.275, 0.432],
  "orbital_gap_ev": [7.003, 7.485],
  "molar_mass_da": 239.4,
  "total_energy_ha": -1670.35428
}

***

(7)
{
  "formula": "CH2I2S",
  "method": "ωB97M-V/def2-TZVPD",
  "symbols": ["C", "S", "I", "I", "H", "H"],
  "xyz": [[-0.09, -0.32, -0.45], [0.94, 0.79, 0.39], [-3.53, -0.13, -0.01], [-0.32, -2.21, 0.05], [-0.26, -0.12, -1.46], [0.86, 0.47, 1.74]],
  "nbo_charge": [-0.498, 0.230, -0.570, 0.439, 0.229, 0.170],
  "lumo_ev": [-2.877, -2.878],
  "orbital_gap_ev": [5.006, 5.004],
  "molar_mass_da": 299.9,
  "total_energy_ha": -1032.77156
}

***

(8)
{
  "formula": "C19H22F6O7S",
  "method": "ωB97M-V/def2-TZVPD",
  "symbols": ["O", "C", "F", "C", "C", "C", "C", "C", "C", "F", "F", "C", "F", "F", "F", "O", "S", "O", "O", "O", "C", "C", "O", "C", "C", "C", "C", "C", "C", "H", "H", "H", "H", "H", "H", "H", "H", "H", "H", "H", "H", "H", "H", "H", "H", "C", "C", "C", "O", "H", "H", "H", "H", "H", "H"],
  "xyz": [[-2.53, -0.57, 4.56], [-3.15, -0.05, 3.60], [-4.13, 0.97, 3.82], [-2.82, -0.53, 2.12], [-1.54, 0.18, 1.45], [-0.28, 0.38, 2.44], [0.90, 1.29, 1.82], [2.05, 0.39, 1.12], [3.54, 0.68, 1.63], [4.22, 1.47, 0.64], [3.63, 1.22, 2.95], [4.28, -0.77, 1.70], [5.65, -0.59, 2.01], [4.13, -1.49, 0.48], [3.67, -1.60, 2.70], [-2.00, 1.59, 1.32], [-2.08, 2.20, -0.23], [-1.01, 3.14, -0.71], [-3.40, 2.69, -0.76], [-1.87, 0.73, -1.02], [-1.27, -0.23, -0.08], [-1.75, -1.66, -0.64], [-0.61, -2.31, -1.24], [-0.24, -3.50, -0.55], [0.37, -3.57, 0.89], [0.78, -4.94, 1.53], [0.61, -6.31, 0.78], [-0.03, -6.25, -0.65], [-0.43, -4.89, -1.28], [-2.57, -1.66, 2.19], [-3.71, -0.43, 1.40], [-0.60, 0.89, 3.43], [0.13, -0.66, 2.75], [0.50, 2.00, 0.99], [1.27, 1.97, 2.66], [2.05, 0.63, -0.01], [1.76, -0.71, 1.22], [-0.16, -0.21, -0.35], [-2.52, -1.45, -1.48], [-2.30, -2.32, 0.12], [0.54, -2.60, 1.47], [1.24, -5.00, 2.59], [0.93, -7.31, 1.23], [-0.19, -7.21, -1.26], [-0.87, -4.89, -2.34], [0.20, 5.50, -5.73], [0.53, 4.87, -4.39], [-0.54, 4.90, -3.33], [1.61, 4.37, -4.18], [1.06, 5.40, -6.39], [-0.65, 4.98, -6.18], [-0.03, 6.56, -5.60], [-1.42, 4.36, -3.68], [-0.80, 5.94, -3.10], [-0.17, 4.42, -2.43]],
  "nbo_charge": [-0.518, 0.877, -0.336, -0.557, 0.309, -0.441, -0.440, -0.485, 0.645, -0.327, -0.322, 0.928, -0.308, -0.321, -0.336, -0.702, 2.388, -0.856, -0.839, -0.658, 0.003, -0.095, -0.528, 0.285, -0.296, -0.202, -0.232, -0.209, -0.257, 0.266, 0.261, 0.258, 0.228, 0.245, 0.250, 0.261, 0.235, 0.233, 0.231, 0.208, 0.212, 0.236, 0.239, 0.234, 0.236, -0.720, 0.592, -0.723, -0.547, 0.234, 0.228, 0.228, 0.230, 0.227, 0.251],
  "lumo_ev": -0.128,
  "orbital_gap_ev": 9.116,
  "smiles": "O=C(F)C[C@]1(CCCC(F)(F)C(F)(F)F)OS(=O)(=O)O[C@@H]1COc1ccccc1.CC(C)=O",
  "molar_mass_da": 508.4,
  "total_energy_ha": -2260.95895
}

***

(9)
{
  "formula": "C3H10OSi",
  "method": "ωB97M-V/def2-TZVPD",
  "symbols": ["C", "C", "C", "O", "Si", "H", "H", "H", "H", "H", "H", "H", "H", "H", "H"],
  "xyz": [[-1.65, -1.04, -0.17], [-1.73, 0.38, 0.31], [2.13, -0.44, 0.43], [3.22, 0.07, -0.22], [-0.06, 1.47, 0.03], [-2.66, -1.50, -0.22], [-1.30, -0.98, -1.27], [-0.83, -1.66, 0.27], [-1.87, 0.29, 1.38], [-2.51, 0.93, -0.10], [1.57, -1.08, -0.04], [2.29, -0.55, 1.50], [3.18, -0.07, -1.15], [-0.52, 2.74, 0.58], [0.72, 1.44, -1.35]],
  "nbo_charge": [-0.616, -0.785, -0.069, -0.684, 0.671, 0.213, 0.190, 0.209, 0.220, 0.215, 0.136, 0.175, 0.478, -0.180, -0.174],
  "lumo_ev": [0.125, 0.534],
  "orbital_gap_ev": [7.606, 7.606],
  "molar_mass_da": 90.2,
  "total_energy_ha": -484.86400
}

***

(10)
{
  "formula": "C25H20F6O3S",
  "method": "ωB97M-V/def2-TZVPD",
  "symbols": ["F", "C", "F", "F", "C", "C", "C", "C", "C", "C", "C", "C", "C", "C", "F", "F", "F", "C", "C", "C", "C", "H", "H", "H", "H", "H", "H", "H", "H", "H", "C", "C", "O", "C", "C", "S", "C", "C", "C", "C", "C", "C", "O", "O", "H", "H", "H", "H", "H", "H", "H", "H", "H", "H", "H"],
  "xyz": [[1.60, -5.47, -1.46], [2.64, -5.02, -0.69], [2.62, -5.74, 0.47], [3.80, -5.34, -1.35], [2.53, -3.54, -0.44], [2.50, -3.05, 0.86], [2.29, -1.70, 1.06], [2.11, -0.80, -0.04], [1.78, 0.55, 0.23], [1.53, 1.52, -0.78], [0.80, 1.25, -1.98], [0.47, 2.26, -2.87], [0.84, 3.57, -2.56], [0.31, 4.71, -3.38], [-0.30, 5.64, -2.56], [1.29, 5.37, -4.06], [-0.64, 4.32, -4.28], [1.66, 3.87, -1.47], [1.98, 2.85, -0.58], [2.29, -1.34, -1.35], [2.45, -2.69, -1.55], [2.65, -3.72, 1.70], [2.32, -1.30, 2.08], [1.89, 0.90, 1.25], [0.48, 0.23, -2.20], [-0.06, 2.03, -3.79], [2.03, 4.88, -1.33], [2.61, 3.07, 0.28], [2.31, -0.67, -2.21], [2.56, -3.09, -2.56], [-2.94, 4.31, 0.15], [-1.84, 3.27, 0.16], [-2.00, 2.40, 1.30], [-1.31, 1.22, 1.18], [-0.84, 0.76, 2.47], [-0.32, -0.79, 2.79], [-1.53, -2.01, 2.26], [-1.36, -2.61, 1.01], [-2.14, -3.72, 0.65], [-3.15, -4.17, 1.50], [-3.36, -3.53, 2.72], [-2.54, -2.46, 3.12], [-0.22, -0.99, 4.26], [-1.15, 0.64, 0.10], [-2.69, 5.02, -0.64], [-3.90, 3.84, -0.10], [-3.03, 4.85, 1.10], [-1.89, 2.67, -0.76], [-0.85, 3.74, 0.25], [-1.17, 1.35, 3.31], [-0.59, -2.23, 0.33], [-1.94, -4.22, -0.30], [-3.77, -5.02, 1.21], [-4.14, -3.88, 3.40], [-2.67, -2.01, 4.10]],
  "mulliken_charge": [-0.244, 0.759, -0.278, -0.256, 0.640, -0.766, -0.707, 0.771, -1.005, 0.954, -0.112, -1.121, 0.540, 0.727, -0.237, -0.257, -0.284, -1.017, -0.688, -0.282, -1.377, 0.498, 0.589, 0.488, 0.612, 0.442, 0.424, 0.409, 0.779, 0.439, -1.379, 0.231, -0.401, 0.690, -0.670, 0.723, -0.015, 0.225, -0.738, -0.402, -0.493, -0.521, -0.769, -0.612, 0.360, 0.336, 0.334, 0.216, 0.097, 0.489, 0.348, 0.394, 0.368, 0.352, 0.400],
  "lumo_ev": -3.190,
  "orbital_gap_ev": 3.832,
  "molar_mass_da": 514.5,
  "total_energy_ha": -2187.64825
}

***

(11)
{
  "formula": "C15H15ClN2O2",
  "method": "ωB97M-V/def2-TZVPD",
  "symbols": ["C", "C", "C", "O", "C", "C", "C", "C", "Cl", "C", "C", "C", "O", "N", "C", "C", "C", "C", "N", "C", "H", "H", "H", "H", "H", "H", "H", "H", "H", "H", "H", "H", "H", "H", "H"],
  "xyz": [[-0.71, -2.82, 1.09], [-0.03, -2.03, -0.03], [0.81, -2.97, -0.90], [-0.97, -1.44, -0.93], [-1.88, -0.51, -0.49], [-2.93, -0.25, -1.37], [-3.89, 0.69, -1.07], [-3.81, 1.38, 0.13], [-5.01, 2.56, 0.53], [-2.77, 1.13, 1.02], [-1.81, 0.19, 0.71], [0.95, -0.99, 0.55], [1.47, -1.12, 1.63], [1.20, 0.02, -0.33], [2.03, 1.13, -0.18], [2.83, 1.34, 0.94], [3.62, 2.48, 0.97], [3.58, 3.35, -0.10], [2.82, 3.16, -1.17], [2.07, 2.08, -1.20], [0.03, -3.10, 1.83], [-1.17, -3.72, 0.68], [-1.48, -2.23, 1.57], [0.16, -3.71, -1.36], [1.55, -3.48, -0.29], [1.32, -2.42, -1.69], [-2.97, -0.80, -2.30], [-4.69, 0.89, -1.75], [-2.72, 1.67, 1.95], [-1.01, 0.02, 1.41], [0.67, -0.01, -1.20], [2.84, 0.63, 1.75], [4.26, 2.68, 1.82], [4.18, 4.25, -0.12], [1.46, 1.96, -2.09]],
  "nbo_charge": [-0.637, 0.171, -0.604, -0.518, 0.279, -0.197, -0.224, -0.066, 0.005, -0.196, -0.293, 0.670, -0.609, -0.608, 0.112, -0.211, -0.234, 0.011, -0.397, 0.005, 0.245, 0.217, 0.225, 0.224, 0.228, 0.216, 0.222, 0.230, 0.230, 0.231, 0.416, 0.257, 0.221, 0.193, 0.185],
  "lumo_ev": 0.618,
  "orbital_gap_ev": 9.385,
  "smiles": "CC(C)(Oc1ccc(Cl)cc1)C(=O)Nc1cccnc1",
  "molar_mass_da": 290.7,
  "total_energy_ha": -1300.80447
}

***

(12)
{
  "formula": "C21H15FN2O2",
  "method": "ωB97M-V/def2-TZVPD",
  "symbols": ["C", "C", "N", "C", "C", "C", "C", "N", "O", "O", "C", "C", "H", "H", "H", "H", "H", "F", "C", "C", "C", "C", "C", "C", "C", "C", "C", "C", "C", "C", "C", "H", "H", "H", "H", "H", "H", "H", "H", "H", "H"],
  "xyz": [[0.95, -1.72, -0.12], [2.14, -1.66, 0.59], [3.19, -1.59, 1.11], [-0.25, -2.16, 0.48], [-1.45, -2.26, -0.30], [-2.63, -2.69, 0.26], [-2.67, -3.01, 1.64], [-3.90, -3.45, 2.21], [-3.94, -3.71, 3.43], [-4.90, -3.56, 1.46], [-1.52, -2.92, 2.44], [-0.32, -2.50, 1.88], [0.94, -1.47, -1.18], [-1.40, -2.01, -1.36], [-3.54, -2.78, -0.33], [-1.60, -3.18, 3.50], [0.58, -2.43, 2.50], [4.11, 1.62, -3.44], [3.81, 1.75, -2.10], [4.86, 1.88, -1.20], [4.53, 2.01, 0.16], [3.21, 2.01, 0.58], [2.13, 1.87, -0.35], [0.83, 1.86, 0.20], [-0.46, 1.77, -0.39], [-1.56, 1.86, 0.52], [-2.87, 1.79, 0.07], [-3.14, 1.64, -1.30], [-2.08, 1.55, -2.20], [-0.76, 1.61, -1.77], [2.47, 1.75, -1.74], [5.89, 1.88, -1.54], [5.32, 2.11, 0.90], [2.96, 2.11, 1.64], [0.82, 1.97, 1.29], [-1.35, 1.99, 1.59], [-3.69, 1.87, 0.79], [-4.17, 1.59, -1.65], [-2.29, 1.43, -3.27], [0.04, 1.54, -2.50], [1.71, 1.66, -2.51]],
  "nbo_charge": [-0.450, 0.251, -0.387, 0.099, -0.265, -0.157, -0.031, 0.500, -0.405, -0.411, -0.153, -0.266, 0.231, 0.212, 0.246, 0.248, 0.230, -0.326, 0.397, -0.216, -0.196, -0.118, -0.121, 0.041, -0.169, -0.114, -0.221, -0.148, -0.234, -0.088, -0.223, 0.244, 0.234, 0.224, 0.216, 0.220, 0.232, 0.228, 0.226, 0.196, 0.222],
  "lumo_ev": -3.231,
  "orbital_gap_ev": 3.373,
  "molar_mass_da": 346.4,
  "total_energy_ha": -1168.88538
}